1.
C3HN3O | ωB97M-V/def2-TZVPD

```
8
Properties=species:S:1:pos:R:3:forces:R:3
C -1.172 -1.377 -1.214 0.093 0.480 -0.013
C 0.954 1.974 0.191 -0.762 -5.726 2.417
C 0.762 0.759 0.740 1.533 7.090 -3.148
N -1.316 -2.505 -1.177 -0.122 -0.840 0.021
N 1.089 3.016 -0.280 0.572 3.993 -1.767
N 0.475 -0.252 1.242 -0.484 -1.824 0.742
O 0.223 -1.286 1.730 -0.836 -3.570 1.828
H -1.015 -0.330 -1.232 0.006 0.396 -0.081
```
Positions in Å, forces in eV/Å.

* ⟨S²⟩: 2.042
* total energy: -354.11725 Eh
* energy relative to the best compared isomer or geometry (same formula, charge and spin): 3.172 eV
* HOMO level (alpha / beta): -6.8 / -10.9 eV
* orbital gap (alpha / beta): 6.22 / 6.46 eV
* multiplicity: 3



2.
C8H16PS | ωB97M-V/def2-TZVPD

```
26
Properties=species:S:1:pos:R:3:forces:R:3
C -2.036 2.539 -0.344 -0.645 -0.063 0.085
C -2.151 1.032 -0.354 -0.064 -3.776 -0.092
C -0.482 2.353 -0.052 -2.625 -1.626 -4.407
C -0.753 0.931 0.436 -1.624 0.833 1.498
C 2.305 -0.350 -0.083 -1.697 0.599 -0.275
C 3.214 0.603 0.589 -1.552 1.713 0.970
C -0.582 -3.267 0.582 2.396 -5.043 -0.256
C -0.489 -2.487 -0.632 -1.230 4.277 1.996
P 0.402 -0.402 -0.115 0.030 -1.048 -0.637
S 1.604 0.333 -1.627 -0.330 -1.179 -0.412
H -2.340 2.910 -1.355 0.409 0.346 1.182
H -2.681 2.931 0.464 0.730 0.356 -0.395
H -3.040 0.336 0.108 2.023 2.136 -1.275
H -1.929 0.738 -1.424 -0.540 -0.236 1.085
H -0.041 2.311 -1.086 0.021 0.370 1.288
H -0.063 3.015 0.564 2.005 2.474 2.299
H -1.026 1.077 1.549 0.874 -1.140 -1.481
H 2.685 -1.357 0.002 -0.061 -0.375 -0.658
H 3.070 1.711 0.401 -0.042 -1.513 0.064
H 4.172 0.301 0.320 1.961 -0.191 -0.568
H 3.117 0.398 1.632 0.230 0.212 1.061
H 0.430 -3.965 0.598 -2.739 1.403 0.274
H -0.668 -2.917 1.559 0.117 1.678 1.391
H -1.493 -3.932 0.578 0.931 0.266 -0.569
H -1.466 -2.163 -0.975 0.191 0.192 -0.609
H 0.243 -2.678 -1.332 1.230 -0.666 -1.563
```
Positions in Å, forces in eV/Å.

* total energy: -1053.56798 Eh
* total charge: +1
* energy relative to the best compared isomer or geometry (same formula, charge and spin): 2.563 eV
* HOMO level: -13.1 eV
* orbital gap: 9.00 eV
* multiplicity: 1



3.
C4H9P | ωB97M-V/def2-TZVPD

```
14
Properties=species:S:1:pos:R:3:forces:R:3
C -1.279 1.672 -1.298 -4.480 -2.026 3.326
C -0.188 1.633 -2.174 3.394 0.469 -1.423
C -0.483 -0.451 1.187 -1.203 0.946 1.027
C -1.361 -1.049 1.976 -0.022 -1.697 1.275
P -2.512 1.305 -0.342 2.524 1.500 -2.237
H -0.144 2.625 -2.669 0.405 -0.462 0.042
H -0.262 0.875 -2.997 -0.182 0.513 0.813
H 0.850 1.450 -1.650 -1.954 0.378 -0.805
H 4.656 -2.518 0.358 0.200 -0.135 2.737
H -0.010 0.429 1.595 0.712 -0.017 -0.254
H -0.587 -0.559 0.127 0.597 -0.329 -0.345
H -1.453 -0.964 3.096 0.303 0.430 -1.369
H -1.944 -1.889 1.593 -0.094 0.295 -0.051
H 4.717 -2.559 1.198 -0.201 0.136 -2.738
```
Positions in Å, forces in eV/Å.

* total energy: -498.99407 Eh
* energy relative to the best compared isomer or geometry (same formula, charge and spin): 2.980 eV
* HOMO level: -8.9 eV
* orbital gap: 9.51 eV
* multiplicity: 1



4.
C18H15ClN4S2 | ωB97M-V/def2-TZVPD

```
40
Properties=species:S:1:pos:R:3:forces:R:3
C 4.735 -1.057 2.823 -0.827 -0.126 0.705
N 3.378 -1.615 2.876 -0.424 -0.379 0.670
C 2.465 -1.289 3.986 0.018 -0.127 -0.115
C 2.897 -2.421 1.843 0.507 0.302 0.337
C 3.413 -3.681 1.636 0.316 -0.877 -0.629
C 3.011 -4.456 0.525 -0.592 1.208 0.903
N 2.056 -4.042 -0.306 -0.314 0.260 -0.130
C 1.522 -2.827 -0.072 0.883 -0.464 -0.272
S 0.400 -2.066 -1.203 0.016 0.066 0.241
C 0.492 -0.561 -0.294 -0.209 -1.007 -0.715
C -0.169 0.635 -0.533 -0.036 0.759 0.792
S -1.240 0.842 -1.877 -0.559 -0.181 -0.554
C -2.189 2.352 -1.469 -0.506 -0.294 0.439
C -3.411 2.419 -2.343 -1.486 -0.350 0.120
C -3.312 2.716 -3.710 0.629 -0.558 0.350
C -4.447 2.668 -4.515 0.404 0.355 -1.062
C -5.707 2.430 -3.995 0.631 0.546 0.802
Cl -7.092 2.594 -5.022 -0.025 -0.198 0.075
C -5.843 2.228 -2.620 0.096 0.059 -0.217
C -4.712 2.174 -1.798 0.642 -0.022 -1.249
N 0.004 1.664 0.300 -0.433 0.473 -0.765
C 0.873 1.544 1.280 0.632 -0.433 0.670
N 1.544 0.434 1.572 0.407 0.110 0.635
C 1.332 -0.643 0.806 0.084 0.589 0.310
C 1.934 -1.963 0.947 -0.569 0.294 -0.249
H 5.264 -1.253 3.781 -0.177 0.257 -0.530
H 5.311 -1.500 2.009 -0.188 -0.067 0.075
H 4.645 0.024 2.637 0.324 -0.097 0.168
H 2.391 -0.204 4.097 -0.073 -0.053 0.116
H 1.430 -1.689 3.839 0.927 0.340 -0.386
H 2.779 -1.745 4.949 0.221 0.253 -0.450
H 4.144 -4.070 2.338 -0.017 0.060 -0.138
H 3.454 -5.433 0.379 -0.122 -0.043 -0.261
H -1.612 3.232 -1.634 0.780 0.510 -0.129
H -2.463 2.354 -0.409 0.111 -0.235 -0.217
H -2.288 2.881 -4.138 -1.189 -0.038 0.278
H -4.358 2.864 -5.594 0.000 -0.100 0.559
H -6.853 2.154 -2.233 0.165 -0.236 0.216
H -4.847 1.866 -0.770 0.172 0.269 0.118
H 1.065 2.441 1.912 -0.219 -0.830 -0.510
```
Positions in Å, forces in eV/Å.

* total energy: -2170.51862 Eh
* HOMO level: -8.2 eV
* SMILES: CN(C)c1ccnc2sc3c(SCc4ccc(Cl)cc4)ncnc3c12
* orbital gap: 8.14 eV
* multiplicity: 1



total energy of number 2 (C8H16PS)? -1053.56798 Eh



Look up the multiplicity of the second one. 1



Among the records above, which one has the lowest total energy? C18H15ClN4S2